# 1
This record from OMol25 describes a single C3H7NO2S molecule in a non-equilibrium geometry. The level of theory is ωB97M-V/def2-TZVPD.

```
14
Properties=species:S:1:pos:R:3
O 2.234 0.915 -1.577
C 1.859 0.286 -0.618
O 2.072 -1.058 -0.550
N 1.104 0.782 0.456
C -0.324 0.774 0.507
C -1.004 -0.629 0.318
S -2.763 -0.314 0.652
H 2.407 -1.231 -1.427
H 1.558 0.588 1.340
H -0.754 1.401 1.284
H -0.720 1.278 -0.387
H -0.951 -1.071 -0.670
H -0.603 -1.251 1.119
H -3.127 -1.593 0.927
```

Spin multiplicity ... 1
Relative energy (zero: lowest compared OMol25 entry of this formula, charge and spin) ... 25.85 kcal/mol
Structure (SMILES) ... O=C(O)NCCS
Orbital gap ... 9.88 eV


# 2
This record from OMol25 describes a 9-piece molecular cluster, C27H72O27S9 overall in a non-equilibrium geometry. The level of theory is ωB97M-V/def2-TZVPD.

```
135
Properties=species:S:1:pos:R:3
C 7.193 17.226 24.225
C 6.885 16.537 22.908
O 7.874 16.924 21.923
S 7.276 17.682 20.610
C 8.893 18.061 19.857
O 6.544 16.718 19.811
O 6.550 18.837 21.083
H 7.124 18.301 24.077
H 8.134 16.842 24.615
H 6.379 16.955 24.903
H 6.927 15.449 22.951
H 5.898 16.866 22.575
H 8.984 17.401 19.001
H 9.610 17.940 20.662
H 8.903 19.099 19.532
C -4.313 10.219 25.718
C -3.962 10.808 24.349
O -2.549 11.102 24.287
S -1.796 10.586 22.932
C -2.293 11.851 21.772
O -0.372 10.674 23.079
O -2.390 9.331 22.528
H -5.000 9.383 25.605
H -4.700 10.979 26.397
H -3.433 9.785 26.194
H -4.248 9.980 23.701
H -4.494 11.706 24.043
H -3.262 11.648 21.318
H -1.423 12.045 21.153
H -2.584 12.766 22.298
C 6.774 14.287 28.815
C 5.787 15.166 28.067
O 5.055 14.344 27.153
S 3.767 15.031 26.387
C 2.702 15.467 27.827
O 4.173 16.290 25.778
O 3.182 13.918 25.701
H 7.630 14.073 28.178
H 6.353 13.305 29.047
H 7.028 14.666 29.803
H 5.078 15.626 28.763
H 6.219 16.032 27.559
H 3.123 16.364 28.276
H 2.694 14.690 28.585
H 1.722 15.682 27.410
C 3.209 18.845 19.891
C 2.621 18.851 18.487
O 1.700 19.932 18.301
S 0.422 19.730 17.313
C 1.293 19.733 15.720
O -0.094 18.389 17.568
O -0.366 20.921 17.483
H 4.114 19.453 19.813
H 3.627 17.893 20.216
H 2.583 19.300 20.655
H 3.458 19.042 17.807
H 2.168 17.912 18.164
H 1.889 20.641 15.671
H 0.479 19.783 14.999
H 1.915 18.847 15.665
C 8.626 10.094 20.880
C 9.136 10.989 19.741
O 8.257 12.124 19.585
S 6.838 11.904 18.872
C 6.861 13.418 17.829
O 6.833 10.800 17.971
O 5.844 12.043 19.900
H 7.997 9.305 20.461
H 7.890 10.618 21.492
H 9.404 9.670 21.509
H 10.091 11.460 19.960
H 9.243 10.409 18.825
H 5.786 13.542 17.678
H 7.290 13.318 16.839
H 7.315 14.246 18.365
C 1.705 13.022 22.710
C 1.769 12.487 21.316
O 1.457 13.495 20.319
S 2.671 14.028 19.382
C 3.850 14.561 20.642
O 3.146 12.925 18.584
O 2.141 15.206 18.727
H 0.755 13.484 22.956
H 2.525 13.705 22.939
H 1.938 12.144 23.318
H 2.613 11.825 21.097
H 0.956 11.771 21.148
H 3.892 13.769 21.393
H 3.469 15.438 21.157
H 4.862 14.611 20.248
C 5.209 11.498 23.428
C 4.714 10.068 23.372
O 5.744 9.151 23.029
S 6.601 8.453 24.227
C 5.616 6.969 24.477
O 7.889 7.963 23.785
O 6.564 9.228 25.451
H 4.548 12.008 24.139
H 5.147 12.166 22.564
H 6.253 11.598 23.724
H 4.178 9.759 24.277
H 3.860 9.976 22.691
H 4.565 7.208 24.630
H 6.044 6.539 25.378
H 5.699 6.359 23.582
C 0.441 11.430 17.590
C 0.860 10.191 18.337
O 1.289 9.256 17.306
S 2.706 8.473 17.633
C 3.926 9.780 17.414
O 2.704 7.967 18.981
O 2.809 7.577 16.513
H -0.446 11.237 16.985
H 1.184 11.996 17.029
H 0.155 12.253 18.261
H 1.741 10.478 18.918
H 0.095 9.739 18.962
H 4.247 10.044 18.420
H 3.519 10.641 16.896
H 4.757 9.386 16.836
C 3.866 13.126 15.298
C 4.965 12.980 14.240
O 6.185 13.470 14.707
S 7.463 13.345 13.707
C 6.954 14.347 12.280
O 8.629 13.976 14.262
O 7.541 11.952 13.354
H 3.824 14.169 15.609
H 3.988 12.505 16.184
H 2.904 12.813 14.890
H 4.958 12.015 13.718
H 4.515 13.491 13.368
H 6.664 15.308 12.709
H 6.058 13.922 11.837
H 7.779 14.490 11.593
```

Spin multiplicity ... 1
Relative energy (zero: lowest compared OMol25 entry of this formula, charge and spin) ... 77.37 kcal/mol
Structure (SMILES) ... CCOS(C)(=O)=O.CCOS(C)(=O)=O.CCOS(C)(=O)=O.CCOS(C)(=O)=O.CCOS(C)(=O)=O.CCOS(C)(=O)=O.CCOS(C)(=O)=O.CCOS(C)(=O)=O.CCOS(C)(=O)=O
Orbital gap ... 10.80 eV


# 3
This record from OMol25 describes a 12-piece molecular cluster, C45H86O23S7 overall in a non-equilibrium geometry. The level of theory is ωB97M-V/def2-TZVPD.

```
161
Properties=species:S:1:pos:R:3
C 2.000 3.081 -6.105
C 0.928 3.835 -5.201
C 0.410 3.047 -4.063
O 0.747 3.854 -2.956
C 1.408 5.044 -3.349
O 1.895 5.956 -2.569
O 1.479 5.037 -4.701
H 2.146 2.053 -5.774
H 2.968 3.561 -6.245
H 1.543 2.824 -7.061
H 0.201 4.016 -5.992
H 0.973 2.145 -3.823
H -0.673 2.990 -3.956
C 4.447 -2.806 3.840
C 5.126 -1.622 3.118
C 4.073 -0.782 2.483
O 4.251 0.527 3.139
C 5.312 0.470 3.855
O 5.799 1.395 4.575
O 5.883 -0.751 3.887
H 3.793 -3.202 3.063
H 3.856 -2.539 4.716
H 5.010 -3.637 4.264
H 5.762 -2.030 2.333
H 3.035 -0.994 2.737
H 4.003 -0.838 1.397
O 2.750 -3.723 -0.005
S 2.649 -4.981 -0.773
O 2.365 -5.064 -2.199
C 4.040 -6.162 -0.233
C 3.564 -6.914 1.031
C 2.134 -6.434 1.272
C 1.361 -5.987 0.082
H 4.967 -5.593 -0.313
H 4.017 -6.849 -1.079
H 3.688 -7.995 0.971
H 4.166 -6.676 1.908
H 2.141 -5.549 1.908
H 1.699 -7.239 1.866
H 0.422 -5.454 0.234
H 1.229 -6.855 -0.564
O -0.564 -4.834 2.635
S -1.751 -4.810 1.826
O -1.593 -4.666 0.387
C -2.869 -6.311 2.213
C -3.772 -5.853 3.344
C -3.456 -4.300 3.730
C -2.867 -3.552 2.584
H -2.184 -7.158 2.255
H -3.474 -6.413 1.312
H -4.829 -6.025 3.137
H -3.623 -6.395 4.278
H -2.793 -4.152 4.582
H -4.388 -3.781 3.954
H -2.302 -2.677 2.905
H -3.553 -3.250 1.793
O -6.439 2.057 5.305
S -6.613 1.487 3.961
O -7.917 0.936 3.478
C -6.206 2.692 2.600
C -5.628 1.749 1.545
C -4.745 0.554 2.103
C -5.118 0.294 3.587
H -5.334 3.296 2.851
H -7.110 3.263 2.386
H -6.530 1.172 1.341
H -5.159 2.202 0.672
H -3.695 0.814 1.967
H -4.814 -0.362 1.516
H -4.356 0.562 4.318
H -5.560 -0.680 3.797
O 6.365 3.938 -0.580
S 4.898 3.621 -0.531
O 4.226 2.851 -1.513
C 4.537 2.794 1.124
C 4.609 4.039 2.053
C 3.541 5.071 1.512
C 3.819 5.129 -0.068
H 5.197 1.943 1.295
H 3.553 2.325 1.119
H 4.526 3.732 3.096
H 5.646 4.368 1.979
H 3.412 6.008 2.055
H 2.629 4.487 1.632
H 4.303 6.050 -0.392
H 2.851 5.100 -0.567
O 1.692 -0.317 -5.280
S 0.874 -1.473 -5.686
O 0.986 -2.063 -7.024
C 0.779 -2.810 -4.384
C -0.489 -2.588 -3.546
C -1.574 -2.081 -4.464
C -0.920 -0.941 -5.277
H 1.721 -2.928 -3.849
H 0.550 -3.738 -4.908
H -0.884 -3.487 -3.072
H -0.299 -1.905 -2.719
H -2.426 -1.694 -3.904
H -2.011 -2.751 -5.205
H -0.862 -0.184 -4.495
H -1.623 -0.804 -6.098
O -1.276 0.872 -1.986
S -1.051 1.028 -0.542
O -1.891 1.869 0.254
C -0.755 -0.580 0.226
C 0.733 -0.867 -0.107
C 1.587 0.464 0.190
C 0.732 1.642 -0.343
H -1.449 -1.288 -0.228
H -0.867 -0.596 1.310
H 1.157 -1.638 0.535
H 0.889 -1.205 -1.132
H 2.503 0.314 -0.382
H 1.877 0.520 1.239
H 1.001 2.188 -1.247
H 0.750 2.288 0.534
O -3.834 5.305 -2.304
S -4.067 4.323 -3.353
O -3.717 4.582 -4.711
C -3.248 2.779 -2.916
C -4.375 1.771 -2.423
C -5.637 2.104 -3.152
C -5.770 3.649 -3.146
H -2.340 2.934 -2.333
H -2.886 2.428 -3.882
H -4.050 0.733 -2.493
H -4.379 1.898 -1.340
H -6.535 1.626 -2.758
H -5.571 1.681 -4.154
H -6.050 4.014 -2.158
H -6.482 4.123 -3.822
C 3.908 0.356 -3.255
C 3.964 -1.192 -3.109
C 4.301 -1.536 -1.654
O 3.910 -2.001 -4.025
H 4.868 0.807 -3.001
H 3.219 0.823 -2.551
H 3.664 0.645 -4.278
H 4.629 -2.565 -1.804
H 3.462 -1.486 -0.960
H 5.126 -0.929 -1.280
C -0.592 4.785 -0.192
C -0.793 4.629 1.273
C -2.221 4.386 1.749
O 0.101 4.514 2.109
H 0.350 4.237 -0.204
H -0.376 5.847 -0.304
H -1.467 4.275 -0.596
H -2.380 5.133 2.527
H -2.254 3.347 2.076
H -2.844 4.563 0.872
C -1.654 0.717 5.765
C -1.148 -0.194 4.691
C -0.640 -1.538 5.096
O -1.314 0.077 3.522
H -2.361 1.476 5.429
H -0.720 1.126 6.150
H -2.018 0.045 6.542
H -1.459 -2.233 4.909
H -0.408 -1.760 6.138
H 0.201 -2.020 4.600
```

Spin multiplicity ... 1
Structure (SMILES) ... C[C@H]1COC(=O)O1.C[C@H]1COC(=O)O1.O=S1(=O)CCCC1.O=S1(=O)CCCC1.O=S1(=O)CCCC1.O=S1(=O)CCCC1.O=S1(=O)CCCC1.O=S1(=O)CCCC1.O=S1(=O)CCCC1.CC(C)=O.CC(C)=O.CC(C)=O
Orbital gap ... 8.85 eV


# 4
This record from OMol25 describes C39H68Cl3GeN2O3S5SbSi3Ti as an isolated structure in a non-equilibrium geometry. The level of theory is ωB97M-V/def2-TZVPD.

```
126
Properties=species:S:1:pos:R:3
Ti 0.464 1.218 0.464
S -5.486 5.183 2.798
C -4.168 4.381 2.248
S -4.264 2.988 1.213
C -2.550 2.719 1.031
C -1.737 3.589 1.690
S -0.037 3.508 1.564
S -2.540 4.811 2.650
S -1.953 1.429 0.075
Cl 4.871 -4.935 0.033
C 3.747 -3.618 0.096
C 3.933 -2.599 1.016
C 3.016 -1.564 1.081
Cl 3.342 -0.314 2.234
C 1.872 -1.503 0.252
O 0.925 -0.597 0.280
C 1.774 -2.544 -0.687
Cl 0.478 -2.481 -1.828
C 2.673 -3.590 -0.774
H 4.786 -2.600 1.676
H 2.536 -4.362 -1.514
C 1.228 -2.242 6.613
C -0.155 -2.069 6.000
C -0.330 -0.727 5.287
C 0.435 -0.652 3.973
Ge 0.336 1.178 3.178
C 1.726 2.303 4.083
C 2.556 1.639 5.176
C 3.632 2.563 5.752
C 3.073 3.587 6.731
H 1.317 -3.195 7.132
H 1.428 -1.449 7.334
H 2.010 -2.204 5.856
H -0.907 -2.151 6.790
H -0.351 -2.878 5.289
H -0.001 0.072 5.957
H -1.392 -0.549 5.111
H 0.058 -1.389 3.261
H 1.489 -0.874 4.143
H -0.999 1.735 3.771
H 1.177 3.154 4.491
H 2.400 2.714 3.322
H 3.031 0.731 4.796
H 1.899 1.322 5.989
H 4.134 3.083 4.930
H 4.395 1.963 6.257
H 2.368 4.260 6.245
H 3.864 4.196 7.168
H 2.548 3.089 7.547
C 4.418 2.552 -0.010
C 2.986 2.973 -0.126
C 2.656 4.413 -0.367
O 2.066 2.137 0.024
H 5.027 3.044 -0.768
H 4.521 1.472 -0.080
H 4.792 2.877 0.967
H 3.493 4.947 -0.808
H 2.408 4.876 0.593
H 1.773 4.497 -0.999
C -1.702 0.523 -5.774
Si -1.144 -0.409 -4.238
C -2.625 -1.115 -3.331
C -0.054 -1.821 -4.877
Sb 0.073 1.131 -2.569
Si -1.219 3.284 -3.213
C -0.878 4.613 -1.919
C -3.066 2.934 -3.191
C -0.678 3.947 -4.897
Si 2.249 1.408 -3.899
C 3.403 0.089 -3.203
C 3.079 3.089 -3.675
C 2.050 1.148 -5.753
H -2.169 -0.199 -6.443
H -0.863 0.970 -6.299
H -2.427 1.306 -5.574
H -3.198 -1.765 -3.993
H -3.294 -0.337 -2.965
H -2.317 -1.705 -2.469
H -0.125 -1.861 -5.963
H -0.397 -2.776 -4.487
H 0.997 -1.729 -4.617
H -0.517 4.202 -0.977
H -1.799 5.149 -1.692
H -0.150 5.343 -2.275
H -3.340 2.394 -2.285
H -3.423 2.360 -4.043
H -3.603 3.883 -3.184
H 0.392 3.844 -5.051
H -0.920 5.006 -4.966
H -1.177 3.439 -5.718
H 3.440 0.132 -2.113
H 4.417 0.210 -3.582
H 3.064 -0.911 -3.469
H 3.543 3.188 -2.695
H 2.395 3.927 -3.800
H 3.868 3.190 -4.421
H 1.479 0.259 -6.002
H 3.035 1.047 -6.208
H 1.558 1.999 -6.218
C -3.554 -5.367 -3.128
C -4.045 -5.711 -1.729
N -3.475 -4.848 -0.700
C -2.469 -5.428 0.175
C -1.224 -5.890 -0.574
C -4.084 -3.652 -0.504
O -5.024 -3.285 -1.193
C -3.613 -2.777 0.616
C -4.524 -2.417 1.603
C -4.116 -1.547 2.598
C -2.823 -1.044 2.546
N -1.955 -1.358 1.592
C -2.347 -2.211 0.659
H -3.998 -6.040 -3.860
H -2.471 -5.450 -3.200
H -3.847 -4.350 -3.378
H -3.789 -6.740 -1.468
H -5.132 -5.606 -1.691
H -2.918 -6.280 0.702
H -2.199 -4.691 0.928
H -1.435 -6.742 -1.219
H -0.456 -6.192 0.135
H -0.823 -5.085 -1.189
H -5.531 -2.809 1.573
H -4.787 -1.244 3.388
H -2.489 -0.315 3.274
H -1.621 -2.423 -0.116
```

Spin multiplicity ... 3
Relative energy (zero: lowest compared OMol25 entry of this formula, charge and spin) ... 13.21 kcal/mol
Orbital gap (spin up / spin down) ... 6.11 / 5.32 eV


Energy for every record listed, in sequence, given in eV: -19644.4831, -181959.6367, -170990.5052, -252220.0085.